No. 1
Below is a 3-piece molecular cluster, C4H12NO overall at a distorted geometry, with properties calculated with wB97M-V/def2-TZVPD.

Geometry as ORCA input:
```
! wB97M-V def2-TZVPD RIJCOSX def2/J DEFGRID3
* xyz 1 1
C 1.89343 2.29922 0.12295
C 1.79517 0.93716 -0.39716
C 0.68130 0.45191 -1.06356
C 0.54001 -0.77271 -1.66459
N -3.41899 -1.18520 1.60838
H 2.67375 2.86906 -0.40384
H 0.95265 2.82597 -0.01773
H 2.66171 0.28114 -0.32705
H 2.17761 2.32314 1.18382
H -0.15840 1.14369 -1.10516
H -0.24978 -0.94097 -2.39164
H 1.41630 -1.41103 -1.77640
H -2.48035 -1.22895 1.27468
H -4.09769 -1.36653 0.89403
H -3.61655 -0.37388 2.17196
H -0.11561 -1.49482 -0.01288
H -0.12837 -2.60388 1.10577
O -0.52620 -1.75331 0.79841
*
```

As for the total energy: -7870.450 eV. As for the relative energy (zero: lowest compared OMol25 entry of this formula, charge and spin): 370.64 kJ/mol. Its strongest force on any atom is 2.87 eV/A. As for the orbital gap: 3.91 eV.

=====

No. 2
Below is a 7-piece molecular cluster, C35H68N4O9 overall at a distorted geometry, with properties calculated with wB97M-V/def2-TZVPD.

Geometry as ORCA input:
```
! wB97M-V def2-TZVPD RIJCOSX def2/J DEFGRID3
* xyz 0 1
C -1.23404 0.78345 -0.29633
C 0.18249 1.23727 -0.45188
C 0.42252 2.08830 -1.66682
O 1.45782 2.99058 -1.25071
C 1.47493 3.01766 0.15351
O 2.07464 3.79621 0.84515
O 0.56635 2.09689 0.61060
H -1.39618 0.09859 0.53998
H -1.53834 0.22782 -1.19446
H -1.89539 1.64298 -0.22495
H 0.84430 0.37705 -0.51889
H -0.44847 2.65413 -1.96555
H 0.70895 1.50675 -2.56298
C -2.00391 -4.30293 -1.82633
C -1.02367 -3.91414 -2.93814
C -1.60411 -3.22939 -4.18306
O -0.71344 -2.18736 -4.40692
C 0.00328 -1.90966 -3.32120
O 0.66099 -0.89783 -3.20378
O -0.16837 -2.83009 -2.39131
H -2.57604 -3.43600 -1.54074
H -1.40962 -4.61394 -0.95349
H -2.55833 -5.17207 -2.14373
H -0.40013 -4.81994 -3.15636
H -2.59568 -2.89020 -3.84817
H -1.73937 -3.81104 -5.10070
C 3.34733 6.69012 3.43596
C 3.17382 6.93050 1.90093
C 1.70607 7.01290 1.42647
O 1.75894 7.95063 0.43107
C 2.86008 8.68263 0.58466
O 3.18627 9.59312 -0.18842
O 3.68983 8.21274 1.52121
H 4.37046 6.60676 3.76583
H 2.81182 5.77744 3.65156
H 2.96001 7.47518 4.06622
H 3.78309 6.15744 1.43617
H 1.22066 7.41351 2.31918
H 1.25550 6.06200 1.11994
C 0.10162 2.49205 6.80300
C -0.09136 1.05250 6.38906
N -0.71130 0.94519 5.06841
C 0.05932 1.53127 3.99496
C 1.48587 0.98452 3.82737
C -1.08757 -0.45264 4.73995
C -2.14916 -0.97705 5.66016
H 0.83800 3.04804 6.19718
H 0.32067 2.52975 7.87462
H -0.82798 3.00134 6.58373
H 0.84605 0.49421 6.50321
H -0.74506 0.55476 7.08406
H -0.49137 1.21349 3.11436
H 0.09398 2.60941 4.11013
H 1.87231 1.46951 2.90592
H 2.18304 1.28256 4.61042
H 1.51872 -0.08701 3.61135
H -0.18177 -1.11912 4.67713
H -1.43310 -0.53815 3.69250
H -3.01606 -0.32975 5.71463
H -1.83498 -1.11882 6.70508
H -2.45542 -1.97669 5.29193
C 0.29418 -2.31144 0.89161
C -0.33985 -3.24941 1.88853
N 0.61565 -4.14166 2.48460
C 1.70137 -3.47843 3.24598
C 2.79067 -4.40574 3.68240
C 0.01167 -5.28181 3.17181
C -0.80981 -4.87613 4.50908
H -0.47703 -1.69024 0.42332
H 0.83409 -2.87382 0.10690
H 0.93522 -1.56871 1.34550
H -0.96883 -2.63479 2.54193
H -0.93022 -3.87976 1.22316
H 2.12003 -2.73109 2.56764
H 1.31673 -2.96166 4.11660
H 3.11553 -5.05978 2.87685
H 3.66670 -3.82351 3.96400
H 2.50821 -4.98818 4.55706
H 0.80803 -5.96770 3.44177
H -0.69923 -5.68960 2.45670
H -0.15755 -4.30787 5.18388
H -1.06991 -5.78911 5.08258
H -1.74369 -4.42590 4.27046
C -0.94887 2.32204 -9.15070
C -0.13493 0.99441 -9.30555
N 1.02188 0.91160 -8.42556
C 1.89193 -0.15594 -8.89254
C 2.67484 0.37527 -10.14666
C 0.77781 0.82913 -6.99448
C 2.05622 1.12269 -6.18213
H -0.35780 3.21635 -9.29183
H -1.46049 2.32986 -8.18794
H -1.72966 2.37547 -9.93418
H -0.74156 0.10448 -9.10524
H 0.17065 0.91938 -10.32400
H 2.64449 -0.52033 -8.21062
H 1.25293 -0.98868 -9.19430
H 2.13738 0.76545 -11.01357
H 3.42446 1.08248 -9.79172
H 3.39205 -0.40888 -10.39221
H 0.33374 -0.11535 -6.65211
H 0.08604 1.62159 -6.66889
H 1.70183 1.05745 -5.15109
H 2.51005 2.10216 -6.32763
H 2.83729 0.37313 -6.22667
C -5.60196 -2.62219 3.31734
C -5.00929 -3.40681 2.32511
C -4.11612 -2.83947 1.46112
N -3.68880 -1.56629 1.53585
C -4.19828 -0.80902 2.49214
C -5.19374 -1.27845 3.37247
H -6.34826 -3.03957 3.97575
H -5.30959 -4.42135 2.13226
H -3.69016 -3.44473 0.66650
H -3.82078 0.21151 2.49752
H -5.59482 -0.63844 4.12846
*
```

As for the total energy: -61784.327 eV. As for the SMILES: C[C@H]1COC(=O)O1.C[C@H]1COC(=O)O1.C[C@H]1COC(=O)O1.CCN(CC)CC.CCN(CC)CC.CCN(CC)CC.c1ccncc1. Its strongest force on any atom is 5.28 eV/A. As for the orbital gap: 8.39 eV.

=====

No. 3
Below is C4H5NO3 in the gas phase at a distorted geometry, with properties calculated with wB97M-V/def2-TZVPD.

Geometry as ORCA input:
```
! wB97M-V def2-TZVPD RIJCOSX def2/J DEFGRID3
* xyz 0 1
O -1.98874 -1.02808 0.10863
C -1.06514 -0.24748 0.16811
N -0.87986 1.23419 0.10675
O 0.46724 1.46226 -0.31478
C 0.59817 0.16426 -1.03572
C 1.29742 -1.02162 -0.73408
C 0.41982 -0.59134 0.31100
O 1.16071 -0.16915 1.41496
H -1.60273 1.48662 -0.58631
H -0.43886 -0.02141 -1.61565
H 0.74501 -1.84460 -1.53931
H 2.32129 -0.84686 -0.50487
H 0.51906 0.64381 1.57260
*
```

As for the total energy: -11853.439 eV. As for the relative energy (zero: lowest compared OMol25 entry of this formula, charge and spin): 826.11 kJ/mol. As for the SMILES: O=C1NO[C@H]2C[C@]12O. Its strongest force on any atom is 5.44 eV/A. As for the orbital gap: 9.10 eV.

=====

No. 4
Below is a 11-piece molecular cluster, H24NO10 overall at a distorted geometry, with properties calculated with wB97M-V/def2-TZVPD.

Geometry as ORCA input:
```
! wB97M-V def2-TZVPD RIJCOSX def2/J DEFGRID3
* xyz 1 1
N 0.14117 -0.01483 0.26486
H -0.70483 0.37317 -0.19614
H 1.08917 0.49617 0.54586
H 0.32617 -1.02983 -0.06814
H -0.20983 -0.20083 1.08286
O -0.66883 -3.26783 0.97286
H -0.23683 -4.00783 0.60786
H -1.13583 -3.56383 1.80686
O -0.10483 -2.67883 -1.82114
H 0.45617 -3.06283 -2.37914
H 0.02417 -3.21183 -1.02314
O 2.80217 3.09217 0.02386
H 2.01317 2.95017 -0.41414
H 3.14217 3.92817 -0.44014
O 0.26717 3.34017 -0.68914
H 0.43417 4.21317 -0.56314
H -0.65483 2.79617 -0.75514
O 2.04017 -1.59283 2.05886
H 2.40817 -1.53983 2.83686
H 2.93517 -1.85583 1.75786
O -1.90183 2.16417 -1.79014
H -2.53783 2.85117 -1.43314
H -1.77783 2.26917 -2.75414
O 3.15317 -0.17283 -0.85114
H 3.43017 -0.95483 -1.38914
H 3.44017 0.49417 -1.52214
O -2.93783 -0.45783 0.18986
H -3.31883 0.44417 0.27786
H -3.17183 -0.91383 0.99286
O -0.30583 1.56717 3.14086
H -1.25783 1.67617 3.26286
H 0.00917 1.07017 3.99386
O -2.67483 -1.81783 -2.14714
H -2.64183 -1.19283 -1.45014
H -1.86983 -2.18883 -2.13014
*
```

As for the total energy: -22346.174 eV. As for the relative energy (zero: lowest compared OMol25 entry of this formula, charge and spin): 445.96 kJ/mol. Its strongest force on any atom is 8.39 eV/A. As for the orbital gap: 9.92 eV.

=====

No. 5
Below is an isolated ion of composition C7H13FNS and charge +1 at a distorted geometry, with properties calculated with wB97M-V/def2-TZVPD.

Geometry as ORCA input:
```
! wB97M-V def2-TZVPD RIJCOSX def2/J DEFGRID3
* xyz 1 1
C 2.84000 -1.30220 0.16184
C 3.13031 0.25773 -0.01692
S 1.88353 1.16992 1.05937
C 0.43479 1.34378 -0.07047
C -0.92648 0.76234 0.50432
C -1.92819 1.06380 -0.71377
N -2.91678 0.21218 -0.80374
C -2.74745 -0.83398 0.24899
C -1.16718 -0.80560 0.55493
F -0.89499 -1.51178 1.71284
H 2.74716 -1.84410 -0.82784
H 3.60614 -1.75778 0.84571
H 1.83409 -1.41293 0.66785
H 2.89189 0.60734 -1.07201
H 4.18501 0.56683 0.20828
H 0.30976 2.44412 -0.29200
H 0.62570 0.81393 -1.06142
H -1.28425 1.35620 1.39335
H -1.70933 1.96892 -1.35042
H -3.60931 0.32918 -1.54775
H -3.41864 -0.49072 1.08280
H -3.14487 -1.76578 -0.26170
H -0.74091 -1.17140 -0.42225
*
```

As for the total energy: -22503.913 eV. As for the relative energy (zero: lowest compared OMol25 entry of this formula, charge and spin): 0.00 kJ/mol. As for the SMILES: CCSC[C@H]1C=[NH+]C[C@@H]1F. Its strongest force on any atom is 3.72 eV/A. As for the orbital gap: 6.81 eV.

=====

No. 6
Below is a 4-piece molecular cluster, C12H17Cl4FO3 overall at a distorted geometry, with properties calculated with wB97M-V/def2-TZVPD.

Geometry as ORCA input:
```
! wB97M-V def2-TZVPD RIJCOSX def2/J DEFGRID3
* xyz 0 1
C -1.17827 6.40281 -0.10012
C -0.84275 4.92214 0.06172
O 0.17053 4.83642 1.07790
C 0.31889 3.66805 1.68503
O -0.40400 2.72554 1.55992
O 1.36510 3.75016 2.48176
C 1.88275 2.53232 2.98946
H -2.09272 6.55758 -0.66128
H -0.30582 6.86838 -0.55230
H -1.30476 6.83004 0.89551
H -0.38556 4.55374 -0.86553
H -1.68773 4.25979 0.23926
H 1.10942 1.90972 3.44182
H 2.65677 2.79802 3.69649
H 2.31844 1.92907 2.18679
F -0.17928 -3.51627 -2.38764
C 0.40786 -4.59167 -1.83902
C 0.63591 -4.60431 -0.48314
C 1.30553 -5.69468 0.05426
C 1.72102 -6.74193 -0.74572
C 1.45262 -6.71391 -2.11188
C 0.79737 -5.62073 -2.66088
H 0.35332 -3.75670 0.12239
H 1.56094 -5.67062 1.10690
H 2.30142 -7.55120 -0.31959
H 1.69967 -7.56580 -2.73144
H 0.55815 -5.62019 -3.71711
Cl 1.50032 -0.41616 -1.62538
C 0.59068 -0.25516 -0.12383
Cl 1.18173 -1.38971 1.11810
H 0.63447 0.74470 0.27090
H -0.42770 -0.54050 -0.34259
Cl -2.44266 0.83032 -1.62760
C -3.62589 0.89263 -0.30452
Cl -3.85484 2.48519 0.40471
H -4.57510 0.51063 -0.65170
H -3.21585 0.24234 0.45835
*
```

As for the total energy: -71669.432 eV. As for the SMILES: CCOC(=O)OC.Fc1ccccc1.ClCCl.ClCCl. Its strongest force on any atom is 1.25 eV/A. As for the orbital gap: 9.83 eV.

=====

No. 7
Below is C18H20N2O5S2 in the gas phase, with properties calculated with wB97M-V/def2-TZVPD.

Geometry as ORCA input:
```
! wB97M-V def2-TZVPD RIJCOSX def2/J DEFGRID3
* xyz 0 1
C -5.30003 -0.99648 -0.26840
C -5.87161 0.39491 -0.02908
C -4.83027 1.47078 0.31169
S -3.69000 1.80588 -1.07548
C -2.47780 0.56061 -0.83513
C -1.71131 0.14630 -1.91971
C -0.71930 -0.80160 -1.75265
C -0.50031 -1.32983 -0.49400
S 0.77745 -2.55304 -0.23762
O 0.18844 -3.73102 0.32570
O 1.55791 -2.66880 -1.43234
N 1.65073 -1.87836 1.02305
C 2.63116 -0.90041 0.83604
C 3.67729 -0.75431 1.72918
C 4.61062 0.25852 1.54849
C 4.52275 1.12542 0.47462
O 5.38832 2.14505 0.20918
C 6.47426 2.33751 1.07987
C 3.46042 0.96868 -0.44480
O 3.43928 1.84642 -1.48072
C 2.44826 1.69008 -2.46671
C 2.52526 -0.03060 -0.24713
C -1.24954 -0.93302 0.59321
C -2.24656 0.02396 0.43804
N -2.96029 0.44821 1.55114
C -4.12086 1.15633 1.61322
O -4.59186 1.47810 2.68000
H -4.78625 -1.37196 0.61371
H -6.10967 -1.68282 -0.50360
H -4.60458 -0.99770 -1.10489
H -6.41002 0.72180 -0.92117
H -6.58169 0.35983 0.80090
H -5.35857 2.41786 0.45733
H -1.90461 0.58120 -2.88774
H -0.11386 -1.14138 -2.57738
H 1.83418 -2.54322 1.75797
H 3.77097 -1.42361 2.57072
H 5.41354 0.35057 2.26166
H 6.14091 2.57268 2.09649
H 7.13092 1.46142 1.10729
H 7.02492 3.18634 0.67762
H 2.65939 2.45287 -3.21462
H 2.49657 0.69998 -2.93096
H 1.44348 1.85005 -2.05956
H 1.71432 -0.16838 -0.93847
H -1.04822 -1.36885 1.55894
H -2.58701 0.17337 2.45242
*
```

As for the total energy: -53878.458 eV. As for the relative energy (zero: lowest compared OMol25 entry of this formula, charge and spin): 62.20 kJ/mol. As for the SMILES: CC[C@@H]1Sc2ccc(S(=O)(=O)Nc3ccc(OC)c(OC)c3)cc2NC1=O. Its strongest force on any atom is 0.99 eV/A. As for the orbital gap: 8.03 eV.

=====

No. 8
Below is a 2-piece molecular cluster, C3H9N2 overall at a distorted geometry, with properties calculated with wB97M-V/def2-TZVPD.

Geometry as ORCA input:
```
! wB97M-V def2-TZVPD RIJCOSX def2/J DEFGRID3
* xyz 2 2
C -0.41559 -1.01489 0.97007
C 0.89508 -0.68345 1.32484
N 1.98628 -1.16449 0.76394
H -0.67910 -1.75985 0.22228
H -1.25577 -0.60066 1.51750
H 1.06219 0.04315 2.11474
H 1.87507 -1.90303 0.06631
H 2.78167 -1.37686 1.37297
C -1.77047 1.43501 -1.77789
N -0.70481 1.34263 -1.07246
H -2.55706 0.72352 -1.54869
H -1.88681 2.22434 -2.51350
H -0.02936 2.10477 -1.08096
H -0.59005 0.49420 -0.50158
*
```

As for the expectation value of S²: 0.7682. As for the total energy: -6216.881 eV. As for the relative energy (zero: lowest compared OMol25 entry of this formula, charge and spin): 72.22 kJ/mol. Its strongest force on any atom is 2.11 eV/A. As for the orbital gap (spin up / spin down): 10.94 / 10.53 eV.